(1)
Density functional theory data (ωB97M-V with the def2-TZVPD basis set) for 2 unconnected molecules or ions with the total composition C2H3NS.

Output
Energy relative to the best compared isomer or geometry (same formula, charge and spin) in kJ/mol: 440.5
E_HOMO (spin up / spin down) in eV: -7.59 / -7.36
Maximum force in hartree/bohr: 0.0513
LUMO energy (spin up / spin down) in eV: -0.2 / -0.4
Kohn-Sham gap (spin up / spin down) in Eh: 0.2710 / 0.2543
Molecular weight in g mol⁻¹: 73.1
Electronic energy in eV: -14442.903

Structure (ORCA input):
```
! RIJCOSX wB97M-V def2-TZVPD def2/J DEFGRID3
* xyz 0 1
C 0.666 -0.628 0.034
C -1.482 0.530 -0.090
N 1.440 0.357 -0.041
S -2.940 -0.080 -0.180
H 0.630 -1.718 0.335
H -0.759 1.381 -0.263
H 2.446 0.159 0.205
*
```


(2)
Density functional theory data (ωB97M-V with the def2-TZVPD basis set) for 7 unconnected molecules or ions with the total composition C28H42B2F18O15PS2.

Output
E_HOMO in eV: -4.11
Maximum force in hartree/bohr: 0.0382
LUMO energy in eV: 1.7
Kohn-Sham gap in Eh: 0.2150
Molecular weight in g mol⁻¹: 1077.3
Electronic energy in eV: -141663.001

Structure (ORCA input):
```
! RIJCOSX wB97M-V def2-TZVPD def2/J DEFGRID3
* xyz -1 1
C -0.374 1.890 -3.785
C -1.420 1.195 -4.283
B -2.650 0.615 -3.409
S -2.312 1.112 -1.577
B -4.116 1.362 -3.938
O -4.246 1.803 -5.267
C -5.388 1.682 -3.031
C -6.693 1.467 -3.825
P -2.633 -1.323 -3.604
O -3.962 -1.909 -4.351
O -2.719 -2.046 -2.158
S -1.015 -2.000 -4.516
H 0.655 1.646 -4.050
H -0.506 2.742 -3.124
H -1.467 0.985 -5.354
H -3.190 0.414 -0.847
H -3.850 1.153 -5.853
H -5.361 2.713 -2.665
H -5.370 1.007 -2.171
H -7.571 1.661 -3.202
H -6.720 2.159 -4.666
H -6.747 0.442 -4.201
H -4.251 -1.319 -5.054
H -2.936 -2.972 -2.330
C -0.175 -0.168 4.283
C -0.655 1.261 4.398
O -0.014 2.113 3.429
C -0.531 2.075 2.202
O -1.458 1.419 1.843
C 0.246 3.062 1.303
F 1.566 2.959 1.502
F -0.111 4.328 1.616
F 0.005 2.872 0.024
H 0.913 -0.211 4.361
H -0.608 -0.781 5.065
H -0.452 -0.599 3.321
H -0.391 1.681 5.367
H -1.738 1.329 4.291
C -0.804 6.893 2.274
C -1.686 8.120 2.324
O -1.665 8.743 3.633
C -0.640 9.533 3.887
O 0.273 9.800 3.164
C -0.796 10.140 5.299
F -1.156 9.217 6.196
F -1.741 11.093 5.285
F 0.343 10.691 5.704
H -1.085 6.190 3.057
H -0.907 6.409 1.308
H 0.242 7.157 2.423
H -2.726 7.852 2.156
H -1.405 8.851 1.567
C -2.941 -4.653 -10.189
C -3.641 -3.338 -10.451
O -3.493 -2.436 -9.340
C -2.348 -1.769 -9.282
O -1.442 -1.840 -10.058
C -2.358 -0.829 -8.059
F -2.831 -1.455 -6.986
F -3.156 0.230 -8.305
F -1.144 -0.377 -7.808
H -3.298 -5.094 -9.258
H -3.134 -5.349 -11.005
H -1.865 -4.512 -10.099
H -4.714 -3.487 -10.557
H -3.278 -2.863 -11.362
C 4.029 -1.552 -3.720
C 2.675 -1.714 -3.065
O 2.784 -2.463 -1.828
C 3.175 -1.788 -0.770
O 3.469 -0.631 -0.699
C 3.180 -2.720 0.461
F 3.749 -3.903 0.190
F 1.934 -2.955 0.882
F 3.858 -2.166 1.470
H 4.498 -2.525 -3.874
H 3.914 -1.058 -4.684
H 4.699 -0.955 -3.101
H 2.004 -2.288 -3.698
H 2.197 -0.755 -2.876
C -0.677 -5.107 8.915
C -2.054 -4.495 9.038
O -1.986 -3.054 9.087
C -1.861 -2.443 7.919
O -1.796 -2.953 6.841
C -1.847 -0.915 8.128
F -1.047 -0.563 9.139
F -3.080 -0.475 8.407
F -1.422 -0.304 7.027
H -0.032 -4.760 9.723
H -0.745 -6.193 8.961
H -0.207 -4.830 7.972
H -2.526 -4.789 9.973
H -2.706 -4.804 8.222
C 6.800 -2.168 3.289
C 7.257 -3.607 3.253
O 8.156 -3.851 2.147
C 9.415 -3.505 2.335
O 9.896 -3.016 3.314
C 10.244 -3.870 1.083
F 9.622 -3.507 -0.040
F 10.442 -5.196 1.040
F 11.431 -3.274 1.117
H 6.350 -1.888 2.337
H 6.062 -2.029 4.079
H 7.635 -1.493 3.473
H 6.414 -4.273 3.087
H 7.737 -3.903 4.185
*
```